(1)
Formula: C17H47CdCl4O8S7
Source: the Open Molecules 2025 dataset
Level of theory: the ωB97M-V functional and the def2-TZVPD basis

Values from the calculation:
frontier orbital gap = 2.46 eV
molecular weight = 858.248 g/mol
E_LUMO = -7.82 eV

Geometry as ORCA input:
```
! RIJCOSX wB97M-V def2-TZVPD def2/J DEFGRID3
* xyz 1 1
Cd 0.855 1.662 -4.508
C -1.581 1.896 1.431
C -0.158 1.395 1.032
O -0.058 1.394 -0.359
H -1.691 1.826 2.513
H -2.437 1.406 0.967
H -1.555 2.958 1.187
H 0.167 0.476 1.520
H 0.561 2.082 1.477
C 4.815 -3.970 4.178
S 3.988 -5.393 5.001
O 3.084 -5.966 3.888
C 5.449 -6.494 5.116
H 4.098 -3.165 4.020
H 5.199 -4.267 3.202
H 5.596 -3.540 4.805
H 5.095 -7.466 5.459
H 6.295 -6.131 5.699
H 5.806 -6.626 4.094
C 3.683 -4.635 -3.564
S 4.042 -2.865 -3.957
O 2.681 -2.141 -4.229
C 4.543 -2.341 -2.262
H 4.704 -5.002 -3.664
H 2.939 -5.076 -4.229
H 3.328 -4.537 -2.538
H 3.679 -2.457 -1.609
H 4.837 -1.294 -2.184
H 5.352 -2.884 -1.773
C -0.978 8.207 -5.538
S -1.979 6.676 -5.149
O -0.855 5.687 -4.710
C -2.718 7.312 -3.602
H -0.261 8.417 -4.744
H -1.653 9.053 -5.666
H -0.414 8.156 -6.469
H -3.281 6.588 -3.014
H -3.361 8.177 -3.764
H -1.946 7.631 -2.902
C 4.120 6.222 -1.824
S 5.038 5.193 -3.110
O 3.999 4.170 -3.664
C 5.080 6.459 -4.397
H 3.898 5.547 -0.998
H 3.203 6.647 -2.232
H 4.770 7.019 -1.464
H 4.108 6.948 -4.475
H 5.281 6.012 -5.370
H 5.877 7.146 -4.112
C -2.384 -4.584 0.450
S -3.345 -5.976 -0.332
O -4.345 -5.321 -1.279
C -1.916 -6.695 -1.268
H -2.979 -3.698 0.669
H -1.603 -4.159 -0.180
H -1.844 -5.043 1.279
H -2.264 -7.482 -1.937
H -1.212 -7.017 -0.500
H -1.362 -5.963 -1.856
C -4.685 -0.892 -3.938
S -3.710 -1.110 -5.553
O -2.486 -0.173 -5.419
C -2.946 -2.746 -5.138
H -5.201 0.067 -3.893
H -3.955 -0.864 -3.128
H -5.390 -1.673 -3.653
H -2.097 -2.947 -5.792
H -3.763 -3.465 -5.069
H -2.446 -2.553 -4.189
C -1.535 -1.336 7.054
S -2.115 -0.257 8.432
O -3.084 -1.092 9.221
C -0.559 -0.274 9.440
H -0.571 -1.044 6.637
H -2.211 -1.280 6.201
H -1.484 -2.398 7.296
H -0.112 -1.268 9.457
H -0.793 -0.102 10.491
H 0.134 0.481 9.070
C -7.791 2.950 4.812
Cl -6.217 3.726 5.209
Cl -8.352 1.917 6.193
Cl -8.893 4.271 4.341
Cl -7.728 1.886 3.359
*
```

(2)
Formula: C17H47FI2N6O4P3
Source: the Open Molecules 2025 dataset
Level of theory: the ωB97M-V functional and the def2-TZVPD basis

Values from the calculation:
frontier orbital gap = 4.16 eV
molecular weight = 765.329 g/mol
E_LUMO = -0.08 eV

Geometry as ORCA input:
```
! RIJCOSX wB97M-V def2-TZVPD def2/J DEFGRID3
* xyz -1 1
C 0.495 1.656 -5.810
C 1.700 0.921 -6.706
I 2.615 -0.762 -5.624
C 2.781 1.992 -7.333
I 4.498 0.910 -8.263
P 3.564 3.179 -6.052
O 5.014 2.171 -6.105
C 6.055 2.724 -5.184
C 5.130 3.485 -4.023
F 5.860 4.157 -2.897
O 4.225 4.322 -4.863
H 0.321 2.739 -6.245
H -0.530 1.087 -5.928
H 0.806 1.783 -4.672
H 1.132 0.433 -7.636
H 2.186 2.607 -8.163
H 4.231 3.859 -7.170
H 2.496 4.113 -6.341
H 2.972 2.568 -4.876
H 6.858 1.976 -4.778
H 6.673 3.578 -5.715
H 4.647 2.562 -3.451
O -0.924 2.831 -2.434
P -1.451 2.091 -1.180
N -2.825 3.099 -1.131
C -3.352 3.871 -0.023
C -3.799 2.943 -2.207
N -0.233 2.758 -0.162
C -0.457 3.590 1.009
C 1.036 3.152 -0.780
N -2.056 1.240 0.262
C -1.094 0.209 0.722
C -3.325 0.510 0.067
H -3.547 3.266 0.866
H -4.300 4.364 -0.265
H -2.677 4.686 0.242
H -4.456 2.088 -2.031
H -3.303 2.780 -3.170
H -4.422 3.834 -2.339
H -0.605 4.639 0.735
H 0.408 3.545 1.683
H -1.300 3.254 1.617
H 0.957 4.121 -1.287
H 1.363 2.403 -1.512
H 1.841 3.218 -0.041
H -0.923 -0.543 -0.055
H -1.460 -0.292 1.626
H -0.123 0.631 0.996
H -3.281 -0.131 -0.819
H -4.176 1.185 -0.030
H -3.563 -0.114 0.937
O -1.365 -3.156 2.690
P -0.928 -4.211 3.735
N -2.175 -3.721 4.789
C -2.094 -3.342 6.186
C -3.544 -4.013 4.376
N 0.510 -3.354 4.136
C 0.858 -2.831 5.447
C 1.094 -2.481 3.114
N -0.426 -5.425 4.937
C 0.791 -6.149 4.495
C -1.419 -6.486 5.203
H -1.628 -4.108 6.811
H -3.078 -3.149 6.629
H -1.550 -2.405 6.306
H -3.813 -5.050 4.588
H -3.676 -3.856 3.300
H -4.277 -3.362 4.865
H 0.394 -1.857 5.628
H 1.944 -2.699 5.531
H 0.597 -3.511 6.261
H 0.565 -1.523 3.049
H 1.066 -2.961 2.128
H 2.151 -2.275 3.316
H 0.613 -6.675 3.551
H 1.110 -6.876 5.251
H 1.647 -5.485 4.349
H -1.781 -6.932 4.272
H -2.274 -6.114 5.769
H -0.994 -7.280 5.829
*
```

(3)
Formula: C17H47N4O5
Source: the Open Molecules 2025 dataset
Level of theory: the ωB97M-V functional and the def2-TZVPD basis

Values from the calculation:
frontier orbital gap = 4.79 eV
relative energy (zero: lowest compared OMol25 entry of this formula, charge and spin) = 38.1 kcal per mole
molecular weight = 387.586 g/mol
E_LUMO = 2.75 eV

Geometry as ORCA input:
```
! RIJCOSX wB97M-V def2-TZVPD def2/J DEFGRID3
* xyz -1 1
C 19.161 -17.837 11.348
O 18.711 -18.909 10.651
H 18.927 -16.852 10.862
H 18.697 -17.916 12.360
H 20.271 -17.746 11.478
C 16.362 -14.482 9.951
C 15.847 -15.814 10.465
C 14.317 -15.942 10.407
O 13.808 -17.255 10.506
C 12.408 -17.206 10.585
N 16.397 -16.941 9.627
H 15.709 -13.630 10.214
H 16.576 -14.370 8.886
H 17.288 -14.198 10.460
H 16.342 -15.972 11.427
H 13.976 -15.475 9.471
H 13.865 -15.352 11.219
H 11.965 -16.603 9.788
H 12.071 -16.901 11.585
H 12.065 -18.241 10.507
H 16.356 -16.458 8.731
H 17.383 -16.963 9.888
C 24.258 -20.562 12.887
C 23.248 -20.870 11.777
C 22.742 -22.301 12.064
O 21.788 -22.638 11.073
C 21.217 -23.871 11.358
N 22.145 -19.941 11.689
H 24.634 -19.539 12.967
H 25.127 -21.226 12.871
H 23.780 -20.711 13.868
H 23.893 -20.804 10.893
H 22.224 -22.290 13.030
H 23.599 -22.979 11.978
H 20.619 -24.317 10.564
H 20.621 -24.003 12.273
H 22.016 -24.621 11.519
H 22.493 -18.983 11.713
H 21.701 -19.968 12.613
C 16.141 -18.104 15.116
C 16.613 -18.870 13.838
C 16.958 -20.343 14.073
O 17.101 -21.046 12.863
C 18.173 -21.966 12.864
N 15.532 -18.668 12.848
H 16.962 -18.158 15.843
H 15.247 -18.542 15.556
H 16.002 -17.081 14.781
H 17.443 -18.301 13.416
H 16.078 -20.830 14.517
H 17.825 -20.339 14.736
H 18.101 -22.553 13.794
H 19.108 -21.462 12.606
H 17.981 -22.759 12.135
H 15.224 -17.708 12.752
H 14.703 -19.122 13.233
C 20.674 -12.332 12.316
C 19.412 -12.001 13.112
C 18.896 -13.248 13.819
O 18.121 -14.135 13.035
C 18.318 -15.465 13.432
N 19.822 -11.087 14.186
H 21.526 -12.453 12.982
H 20.927 -11.539 11.606
H 20.498 -13.234 11.726
H 18.677 -11.533 12.449
H 18.221 -12.902 14.620
H 19.722 -13.766 14.313
H 17.773 -16.228 12.878
H 18.049 -15.635 14.486
H 19.362 -15.800 13.389
H 19.122 -10.859 14.881
H 20.100 -10.213 13.750
*
```

(4)
Formula: C17H48ClO11
Source: the Open Molecules 2025 dataset
Level of theory: the ωB97M-V functional and the def2-TZVPD basis

Values from the calculation:
frontier orbital gap = 8.66 eV
relative energy (zero: lowest compared OMol25 entry of this formula, charge and spin) = 49.7 kcal per mole
molecular weight = 464.013 g/mol
E_LUMO = 2.36 eV

Geometry as ORCA input:
```
! RIJCOSX wB97M-V def2-TZVPD def2/J DEFGRID3
* xyz -1 1
Cl 0.193 0.729 0.981
O -0.427 0.713 -0.328
O 1.623 0.691 0.714
O -0.142 1.967 1.659
O -0.191 -0.400 1.790
C -5.249 2.810 -0.643
C -4.355 3.907 -0.075
C -4.956 5.286 -0.195
O -3.992 3.726 1.254
H -4.815 1.811 -0.603
H -5.517 3.003 -1.681
H -6.176 2.654 -0.091
H -3.423 3.999 -0.633
H -4.449 6.036 0.412
H -6.023 5.279 0.026
H -4.917 5.706 -1.200
H -3.148 3.276 1.337
C -3.742 2.476 -5.878
C -3.588 0.981 -6.062
C -3.067 0.372 -4.748
O -4.794 0.393 -6.505
H -4.455 2.747 -5.099
H -3.975 2.907 -6.852
H -2.772 2.896 -5.611
H -2.836 0.711 -6.803
H -2.905 -0.688 -4.943
H -3.793 0.441 -3.938
H -2.140 0.828 -4.404
H -5.527 0.701 -5.967
C 7.354 2.487 2.891
C 5.814 2.397 2.900
C 5.326 1.418 4.027
O 5.438 3.739 3.148
H 7.774 1.482 2.861
H 7.728 2.981 3.787
H 7.708 2.878 1.937
H 5.479 2.096 1.907
H 5.855 0.465 4.020
H 4.289 1.166 3.806
H 5.383 1.823 5.037
H 5.597 4.220 2.333
C -0.373 -4.480 -1.873
C -0.549 -4.913 -0.413
C -0.809 -6.365 -0.156
O 0.634 -4.546 0.343
H -1.283 -4.571 -2.466
H 0.381 -5.076 -2.388
H -0.126 -3.419 -1.821
H -1.410 -4.423 0.041
H -1.625 -6.792 -0.739
H -1.151 -6.538 0.865
H 0.050 -7.020 -0.303
H 0.467 -3.658 0.668
C -1.457 -3.726 5.511
C -0.011 -4.075 6.027
C 0.726 -2.803 6.403
O -0.048 -4.934 7.115
H -1.504 -2.787 4.960
H -2.121 -3.679 6.374
H -1.767 -4.530 4.843
H 0.484 -4.599 5.209
H 0.141 -2.248 7.136
H 0.872 -2.232 5.486
H 1.728 -2.970 6.797
H -0.638 -4.607 7.798
C 3.064 -1.401 -3.815
O 3.435 -2.701 -4.247
H 3.892 -0.777 -4.150
H 2.110 -1.070 -4.226
H 3.020 -1.365 -2.727
H 3.774 -3.125 -3.456
C 2.793 3.749 -3.224
O 2.471 4.090 -1.887
H 3.378 2.835 -3.330
H 1.902 3.683 -3.848
H 3.423 4.533 -3.644
H 1.941 3.433 -1.429
*
```

(5)
Formula: C17H50N4O8
Source: the Open Molecules 2025 dataset
Level of theory: the ωB97M-V functional and the def2-TZVPD basis

Values from the calculation:
frontier orbital gap = 9.98 eV
structure (SMILES) = NC(N)=O.NC(N)=O.CC(C)O.CC(C)O.CC(C)O.CC(C)O.CC(C)O.O
relative energy (zero: lowest compared OMol25 entry of this formula, charge and spin) = 12.3 kcal per mole
molecular weight = 438.607 g/mol
E_LUMO = 0.66 eV

Geometry as ORCA input:
```
! RIJCOSX wB97M-V def2-TZVPD def2/J DEFGRID3
* xyz 0 1
C 3.619 -1.003 -0.495
O 2.731 -1.357 -1.282
N 3.753 -1.291 0.810
N 4.747 -0.266 -0.943
H 2.866 -1.500 1.339
H 4.370 -0.662 1.263
H 5.491 0.023 -0.314
H 4.718 0.348 -1.766
C -0.920 -1.043 -0.340
O -0.335 -0.118 0.211
N -0.130 -1.980 -1.008
N -2.289 -1.187 -0.348
H -0.489 -2.426 -1.828
H 0.873 -1.834 -0.918
H -2.760 -1.602 -1.102
H -2.843 -0.517 0.121
C -3.569 -3.894 -3.689
C -3.594 -2.409 -4.002
C -4.892 -1.774 -3.510
O -2.408 -1.873 -3.338
H -4.382 -4.381 -4.201
H -3.619 -4.023 -2.644
H -2.652 -4.366 -4.051
H -3.478 -2.346 -5.096
H -4.892 -0.660 -3.672
H -5.090 -2.021 -2.462
H -5.735 -2.189 -4.047
H -2.126 -1.037 -3.759
C 2.776 3.757 2.635
C 3.199 2.450 1.875
C 2.691 2.366 0.430
O 4.576 2.290 1.872
H 1.633 3.881 2.630
H 3.249 4.596 2.127
H 3.199 3.656 3.640
H 2.729 1.596 2.358
H 1.650 2.690 0.391
H 2.531 1.315 0.194
H 3.293 2.904 -0.305
H 4.910 3.011 2.351
C -1.972 2.208 2.313
C -1.072 1.687 3.412
C -1.802 1.203 4.641
O -0.273 0.552 3.048
H -2.570 2.991 2.813
H -2.585 1.505 1.829
H -1.457 2.723 1.521
H -0.357 2.498 3.656
H -2.608 0.532 4.382
H -2.075 2.039 5.296
H -1.078 0.683 5.200
H -0.268 0.466 2.081
C 1.971 -3.579 3.223
C 1.263 -2.209 3.344
C 1.088 -1.637 4.743
O 1.946 -1.226 2.507
H 1.448 -4.470 3.703
H 2.996 -3.550 3.557
H 1.944 -3.918 2.204
H 0.271 -2.413 2.865
H 1.863 -1.786 5.494
H 0.213 -2.156 5.110
H 0.866 -0.586 4.652
H 1.315 -0.464 2.542
C -1.381 2.638 -4.690
C -1.174 1.631 -3.545
C -2.433 1.631 -2.616
O -0.949 0.304 -4.054
H -2.046 2.180 -5.417
H -0.500 2.979 -5.135
H -1.842 3.484 -4.174
H -0.287 1.975 -2.989
H -2.594 2.702 -2.339
H -2.204 1.049 -1.727
H -3.409 1.453 -3.061
H -0.158 -0.061 -3.615
O 1.825 -0.141 -3.392
H 2.295 -0.474 -2.592
H 2.390 0.433 -3.917
*
```

(6)
Formula: C17H52O9
Source: the Open Molecules 2025 dataset
Level of theory: the ωB97M-V functional and the def2-TZVPD basis

Values from the calculation:
frontier orbital gap = 9.68 eV
structure (SMILES) = CCO.CCO.CCO.CCO.CCO.CCO.CCO.CCO.CO
relative energy (zero: lowest compared OMol25 entry of this formula, charge and spin) = 69.4 kcal per mole
molecular weight = 400.594 g/mol
E_LUMO = 0.19 eV

Geometry as ORCA input:
```
! RIJCOSX wB97M-V def2-TZVPD def2/J DEFGRID3
* xyz 0 1
C 1.980 2.836 1.865
C 2.095 4.332 2.022
O 2.668 4.929 0.841
H 1.624 2.381 2.789
H 2.959 2.493 1.527
H 1.236 2.614 1.100
H 2.732 4.587 2.868
H 1.092 4.712 2.215
H 2.815 5.843 1.095
C -3.229 -3.831 1.467
C -1.726 -3.953 1.416
O -1.144 -4.684 2.459
H -3.705 -4.786 1.242
H -3.544 -3.041 0.785
H -3.580 -3.464 2.431
H -1.316 -2.945 1.479
H -1.501 -4.403 0.449
H -1.311 -5.609 2.266
C -0.288 4.406 -1.655
C -0.577 5.755 -0.958
O -1.835 6.162 -1.514
H -0.092 4.336 -2.725
H -0.954 3.626 -1.286
H 0.636 4.026 -1.218
H 0.205 6.453 -1.256
H -0.571 5.715 0.131
H -2.465 5.685 -0.969
C -3.484 0.627 2.675
C -2.663 1.123 1.502
O -1.282 1.151 1.873
H -3.103 -0.307 3.088
H -4.525 0.443 2.409
H -3.510 1.359 3.482
H -2.953 2.133 1.215
H -2.761 0.432 0.664
H -1.186 1.701 2.654
C 3.254 -0.362 1.000
C 3.401 -0.959 -0.441
O 2.396 -2.025 -0.515
H 2.252 0.017 1.201
H 4.018 0.367 1.268
H 3.446 -1.179 1.695
H 4.392 -1.358 -0.655
H 3.149 -0.243 -1.223
H 1.543 -1.655 -0.277
C 0.681 1.297 -4.853
C 1.854 0.420 -4.349
O 2.988 0.619 -5.141
H 0.404 1.025 -5.872
H 0.934 2.357 -4.829
H -0.226 1.113 -4.278
H 1.627 -0.636 -4.495
H 2.139 0.612 -3.314
H 3.535 -0.166 -5.067
C 0.292 -1.034 3.754
C 1.029 -2.341 3.422
O 0.501 -3.469 4.105
H 0.363 -0.850 4.826
H -0.741 -0.985 3.410
H 0.700 -0.189 3.198
H 2.083 -2.237 3.679
H 0.978 -2.545 2.353
H 0.021 -4.022 3.484
C -2.266 -3.241 -2.678
C -0.969 -4.061 -2.724
O -0.574 -4.114 -4.052
H -2.621 -3.342 -1.653
H -3.144 -3.597 -3.216
H -2.106 -2.188 -2.913
H -1.066 -5.052 -2.282
H -0.182 -3.544 -2.175
H 0.182 -4.705 -4.088
C -0.082 -0.007 -1.128
O -0.051 -0.818 0.026
H -0.034 1.054 -0.883
H 0.676 -0.325 -1.843
H -1.037 -0.139 -1.637
H -0.479 -0.330 0.733
*
```